# 1
This record from the Open Molecules 2025 dataset describes a 2-piece molecular cluster, C5H11OP overall at a distorted geometry. The level of theory is ωB97M-V with the def2-TZVPD basis set.

The orbital gap (alpha / beta) comes out at 8.898 / 7.626 eV. The energy relative to the best compared isomer or geometry (same formula, charge and spin) is 380.36 kJ/mol.

Last column: Löwdin charge in e.
CARTESIAN COORDINATES (ANGSTROEM)
1 C 0.650 -1.088 -1.116  -0.267
2 C 0.245 -1.149 0.378  -0.176
3 C 0.945 0.316 -1.577  -0.314
4 C 0.128 0.306 1.003  -0.419
5 C -1.104 0.589 1.768  -0.180
6 O 0.269 2.724 -0.683  -0.358
7 P -0.109 1.309 -0.558  0.778
8 H 1.499 -1.725 -1.341  0.106
9 H -0.120 -1.616 -1.609  0.074
10 H -0.667 -1.553 0.527  0.059
11 H 0.934 -1.753 0.855  0.085
12 H 2.018 0.613 -1.368  0.130
13 H 0.782 0.521 -2.559  0.048
14 H 1.010 0.719 1.642  0.158
15 H -1.124 1.539 2.074  0.030
16 H -1.106 0.095 2.752  0.093
17 H -1.949 0.216 1.194  0.056
18 H -2.300 -0.063 -1.382  0.097


# 2
This record from the Open Molecules 2025 dataset describes the molecule C4H2N2O at a distorted geometry. The level of theory is ωB97M-V with the def2-TZVPD basis set.

The orbital gap comes out at 10.062 eV. The energy relative to the best compared isomer or geometry (same formula, charge and spin) is 412.67 kJ/mol.

Last column: Löwdin charge in e.
CARTESIAN COORDINATES (ANGSTROEM)
1 N 0.743 -0.001 1.324  0.177
2 C 0.194 0.979 0.569  -0.524
3 O 0.658 2.090 0.420  0.078
4 C -1.062 0.594 -0.144  -0.310
5 C -1.892 1.135 -1.013  0.313
6 C -2.560 -1.232 -0.865  0.091
7 N -1.704 -0.684 -0.232  -0.048
8 H 0.307 -0.900 1.450  0.102
9 H 1.633 0.185 1.763  0.122


# 3
This record from the Open Molecules 2025 dataset describes the molecule C3H3N5 at a distorted geometry. The level of theory is ωB97M-V with the def2-TZVPD basis set.

The structure (SMILES) is [H]/N=c1/cnnncn1. The orbital gap comes out at 9.003 eV. The energy relative to the best compared isomer or geometry (same formula, charge and spin) is 549.15 kJ/mol.

Last column: Löwdin charge in e.
CARTESIAN COORDINATES (ANGSTROEM)
1 H -1.296 -1.807 1.074  0.131
2 N -1.644 -0.657 1.075  0.085
3 C -1.040 -0.146 -0.070  -0.372
4 C -0.857 1.325 -0.344  -0.131
5 N 0.302 1.614 -0.123  0.009
6 N 1.076 0.979 0.849  -0.013
7 N 1.695 -0.231 0.860  0.096
8 C 1.192 -0.897 -0.521  -0.122
9 N -0.068 -0.997 -0.730  0.067
10 H -1.404 2.119 -0.987  0.150
11 H 2.044 -1.303 -1.083  0.101


# 4
This record from the Open Molecules 2025 dataset describes the molecule C4H6O2 at a distorted geometry. The level of theory is ωB97M-V with the def2-TZVPD basis set.

The structure (SMILES) is CC(=O)CC=O. The orbital gap comes out at 10.621 eV. The energy relative to the best compared isomer or geometry (same formula, charge and spin) is 106.88 kJ/mol.

Last column: Löwdin charge in e.
CARTESIAN COORDINATES (ANGSTROEM)
1 C -1.668 0.526 0.430  -0.004
2 C -0.533 -0.013 -0.385  -0.476
3 O -0.524 0.093 -1.595  0.068
4 C 0.677 -0.715 0.192  -0.069
5 C 1.914 -0.004 -0.378  -0.238
6 O 3.050 -0.234 -0.058  0.060
7 H -1.709 0.152 1.454  0.081
8 H -1.516 1.611 0.453  0.097
9 H -2.604 0.328 -0.099  0.091
10 H 0.415 -1.697 -0.220  0.139
11 H 0.828 -0.884 1.264  0.125
12 H 1.670 0.838 -1.057  0.125


# 5
This record from the Open Molecules 2025 dataset describes a 2-piece molecular cluster, C2H5IN2 overall at a distorted geometry. The level of theory is ωB97M-V with the def2-TZVPD basis set.

The orbital gap comes out at 9.270 eV. The energy relative to the best compared isomer or geometry (same formula, charge and spin) is 185.29 kJ/mol.

Last column: Löwdin charge in e.
CARTESIAN COORDINATES (ANGSTROEM)
1 C -1.070 1.054 0.162  -0.054
2 C -0.157 -0.072 -0.068  -0.003
3 N 1.461 -1.796 0.071  -0.001
4 N 0.541 -0.999 0.049  -0.102
5 I 4.226 0.156 0.011  0.171
6 H -1.690 0.987 1.154  0.126
7 H -0.447 1.921 0.274  0.072
8 H -1.646 1.317 -0.682  0.055
9 H 2.833 -0.873 0.255  -0.302
10 H 1.439 -2.719 -0.109  0.038


# 6
This record from the Open Molecules 2025 dataset describes C5H7Cl4FO3 as an isolated structure at a distorted geometry. The level of theory is ωB97M-V with the def2-TZVPD basis set.

The orbital gap comes out at 8.960 eV. The energy relative to the best compared isomer or geometry (same formula, charge and spin) is 497.85 kJ/mol.

Last column: Löwdin charge in e.
CARTESIAN COORDINATES (ANGSTROEM)
1 C -0.621 -0.769 2.128  0.000
2 C -0.067 0.530 1.585  -0.444
3 O 0.400 0.208 0.293  -0.197
4 C 0.146 -1.071 0.031  -0.793
5 O 0.387 -1.695 -0.990  -0.146
6 O -0.412 -1.635 1.007  0.083
7 F 0.934 0.949 2.304  0.121
8 H -1.701 -0.778 2.279  0.136
9 H -0.068 -0.959 3.047  0.149
10 H -0.755 1.375 1.569  0.073
11 C -1.629 0.305 -1.411  -0.846
12 Cl -2.704 -0.855 -0.636  0.665
13 Cl -1.307 1.691 -0.317  0.750
14 H -0.736 -0.242 -1.713  0.021
15 H -2.148 0.717 -2.277  0.044
16 C 1.952 0.520 -1.258  -0.892
17 Cl 2.992 1.452 -2.388  0.499
18 Cl 2.410 -1.223 -1.342  0.709
19 H 1.971 0.855 -0.221  0.055
20 H 0.957 0.626 -1.690  0.012


# 7
This record from the Open Molecules 2025 dataset describes the molecule C30H43BBrClFN2O3PS at a distorted geometry. The level of theory is ωB97M-V with the def2-TZVPD basis set.

The structure (SMILES) is CC[C@@H](F)c1c2c(c(Br)c(C)c1P(CC)CC)N(CC(C)C)c1cc([C@@H](Cl)CC)c(N(C)C(C)=O)c(B(O)O)c1S2. The orbital gap comes out at 8.288 eV.

Last column: Löwdin charge in e.
CARTESIAN COORDINATES (ANGSTROEM)
1 C 0.441 -0.242 3.564  -0.078
2 C -0.935 -0.857 3.797  -0.178
3 C -2.115 -0.220 3.053  -0.333
4 F -2.986 0.406 3.940  -0.055
5 C -1.725 0.690 1.899  -0.188
6 C -1.494 0.056 0.680  -0.345
7 C -1.178 0.761 -0.474  -0.267
8 C -1.080 2.141 -0.386  -0.514
9 Br -0.562 3.107 -1.924  0.893
10 C -1.310 2.827 0.803  -0.268
11 C -1.251 4.324 0.776  -0.108
12 C -1.596 2.088 1.978  -0.224
13 P -1.718 2.849 3.667  1.050
14 C -3.325 3.770 3.706  -0.394
15 C -3.352 5.267 3.368  -0.159
16 C -0.348 4.078 3.875  -0.417
17 C 0.913 3.391 4.408  -0.180
18 N -0.970 0.081 -1.715  -0.065
19 C -2.235 -0.371 -2.353  -0.131
20 C -2.763 0.478 -3.517  -0.392
21 C -1.669 1.006 -4.459  -0.089
22 C -3.714 1.576 -3.043  -0.085
23 C -0.031 -0.984 -1.559  -0.220
24 C 1.029 -1.109 -2.440  0.070
25 C 1.948 -2.138 -2.313  -0.171
26 C 3.097 -2.287 -3.280  -0.584
27 Cl 2.821 -3.809 -4.230  0.681
28 C 3.276 -1.148 -4.265  -0.297
29 C 4.410 -1.369 -5.265  -0.121
30 C 1.813 -3.031 -1.250  -0.183
31 N 2.815 -4.048 -1.067  -0.049
32 C 2.385 -5.425 -1.348  -0.045
33 C 3.666 -3.919 0.034  -0.478
34 C 3.961 -2.519 0.519  0.029
35 O 4.210 -4.896 0.516  0.072
36 C 0.757 -2.930 -0.347  -0.034
37 B 0.606 -3.883 0.910  -0.700
38 O -0.058 -5.078 0.878  0.189
39 O 1.167 -3.477 2.086  0.182
40 C -0.165 -1.905 -0.531  -0.357
41 S -1.547 -1.718 0.555  1.128
42 H 0.435 0.834 3.724  0.031
43 H 1.149 -0.691 4.262  0.082
44 H 0.805 -0.476 2.564  0.073
45 H -1.178 -0.892 4.858  0.118
46 H -0.878 -1.892 3.453  0.085
47 H -2.704 -1.027 2.613  0.104
48 H -1.605 4.763 1.694  0.020
49 H -1.843 4.710 -0.053  0.067
50 H -0.228 4.670 0.608  0.085
51 H -4.023 3.222 3.073  0.077
52 H -3.679 3.632 4.727  0.061
53 H -2.465 5.779 3.735  0.053
54 H -3.465 5.438 2.301  0.059
55 H -4.205 5.740 3.858  0.068
56 H -0.707 4.781 4.629  0.073
57 H -0.083 4.636 2.983  0.054
58 H 1.562 4.116 4.902  0.066
59 H 1.486 2.925 3.606  0.067
60 H 0.664 2.621 5.138  0.053
61 H -3.021 -0.444 -1.598  0.111
62 H -2.075 -1.385 -2.722  0.132
63 H -3.376 -0.211 -4.106  0.126
64 H -1.716 0.525 -5.435  0.072
65 H -0.672 0.883 -4.042  0.033
66 H -1.805 2.074 -4.631  0.059
67 H -4.176 2.072 -3.897  0.079
68 H -4.513 1.146 -2.437  0.077
69 H -3.198 2.342 -2.463  0.034
70 H 1.101 -0.380 -3.233  0.110
71 H 4.008 -2.454 -2.709  0.105
72 H 2.343 -1.046 -4.823  0.106
73 H 3.425 -0.215 -3.717  0.121
74 H 5.258 -1.877 -4.805  0.075
75 H 4.070 -1.963 -6.109  0.059
76 H 4.741 -0.410 -5.660  0.071
77 H 2.373 -6.021 -0.440  0.091
78 H 3.035 -5.891 -2.084  0.077
79 H 1.385 -5.397 -1.777  0.091
80 H 4.508 -2.612 1.453  0.092
81 H 3.070 -1.924 0.688  0.079
82 H 4.610 -2.023 -0.205  0.089
83 H -0.368 -5.285 -0.008  0.107
84 H 0.769 -3.924 2.841  0.120


# 8
This record from the Open Molecules 2025 dataset describes C8H6N2O2 as an isolated structure at a distorted geometry. The level of theory is ωB97M-V with the def2-TZVPD basis set.

The orbital gap (alpha / beta) comes out at 8.192 / 8.192 eV. The energy relative to the best compared isomer or geometry (same formula, charge and spin) is 834.27 kJ/mol.

Last column: Löwdin charge in e.
CARTESIAN COORDINATES (ANGSTROEM)
1 C -0.431 -0.012 -3.012  -0.134
2 C 0.520 -0.795 -2.433  -0.103
3 C -1.233 0.820 -2.218  -0.071
4 C 0.586 -0.816 -1.029  -0.011
5 C -1.177 0.843 -0.787  -0.012
6 C -0.241 0.004 -0.247  -0.280
7 C 0.923 0.192 1.903  -0.080
8 C 0.586 -0.151 3.247  -0.281
9 N -0.340 1.002 1.937  0.077
10 N -0.193 -0.125 1.116  -0.038
11 O -0.584 0.565 3.339  0.087
12 O 1.218 -0.506 4.344  0.211
13 H -0.530 -0.182 -4.139  0.126
14 H 1.381 -1.280 -2.927  0.116
15 H -2.104 1.415 -2.681  0.123
16 H 1.372 -1.321 -0.616  0.074
17 H -1.726 1.319 0.011  0.108
18 H 1.973 -0.972 4.192  0.087